C39H49N6O3PRhS3Se as an isolated structure in a non-equilibrium geometry. Source: the Open Molecules 2025 dataset; level of theory: ωB97M-V with the def2-TZVPD basis set.

The value obtained for the orbital gap (alpha / beta) is 6.6 / 6.6 eV. The charge is +1. As for the lowest unoccupied orbital energy (alpha / beta): -3.5 / -3.5 eV. Its spin multiplicity is 1.

Geometry (Å):
C  4.503  1.066  -1.656
P  0.595  -0.873  1.154
C  2.124  -0.129  0.538
H  0.697  4.345  3.384
H  0.370  -3.168  1.941
H  -0.011  2.667  -3.350
H  3.134  4.929  1.604
H  1.695  -2.986  0.781
H  -0.387  6.189  2.105
H  1.495  1.619  2.448
C  0.941  1.032  3.168
H  -4.118  -4.968  -1.616
C  -0.321  2.277  -4.313
C  0.305  -0.140  2.776
C  4.709  2.536  -1.998
C  0.413  2.659  -0.657
H  2.920  -0.289  1.267
H  1.709  -8.108  -1.468
H  3.844  4.479  -1.758
H  3.607  0.662  -2.133
N  1.327  2.255  -1.551
C  -3.139  -3.103  -1.287
H  1.704  4.084  -2.473
H  -2.743  2.668  4.659
H  1.264  4.482  -0.530
C  -0.450  -0.476  5.037
H  -1.218  4.956  0.318
O  -0.162  -7.036  -0.081
Se  -3.070  -0.534  0.813
C  0.603  -6.353  -0.974
N  -1.391  1.315  -4.127
H  1.152  1.332  -1.940
H  -0.909  -1.798  3.420
H  3.422  3.368  -0.467
C  2.411  -6.374  -2.541
H  -4.370  -1.182  5.583
C  -0.577  -4.257  -0.385
C  0.880  1.450  4.490
C  2.238  -5.009  -2.773
H  4.402  0.928  -0.578
H  4.837  2.648  -3.079
C  -3.576  0.787  5.267
C  2.530  4.278  2.242
S  0.104  -0.507  -2.725
H  0.522  1.809  -4.818
H  2.279  3.387  1.664
H  2.385  -0.645  -0.387
C  -3.371  0.387  -4.295
N  -2.520  -0.425  -3.563
C  2.237  3.150  -2.262
H  1.388  2.357  4.793
S  -1.731  -6.475  0.187
H  -2.953  -3.294  -0.243
C  -3.997  -3.771  -3.403
C  -0.405  -0.886  3.716
N  0.522  3.898  -0.176
H  5.348  0.466  -1.991
H  2.433  2.696  -3.235
O  -0.511  -2.984  -0.425
H  -4.395  0.117  -4.474
C  -3.800  -4.038  -2.063
C  -1.300  0.155  -3.445
H  -3.667  -2.303  -4.954
H  1.892  -2.399  2.455
H  1.089  -3.269  -2.262
H  -3.971  -1.907  3.252
C  -2.660  1.468  -4.653
C  1.254  -4.324  -2.091
H  1.603  5.840  3.373
C  -3.690  -0.912  3.570
C  0.376  5.558  1.646
C  -0.358  4.508  0.821
H  -2.353  1.942  2.324
N  -2.678  -1.941  -1.769
C  0.196  0.690  5.426
H  0.946  6.219  0.982
C  1.599  -7.048  -1.651
H  2.023  0.930  0.331
H  2.865  -4.495  -3.488
H  -0.736  3.709  1.460
H  0.164  1.006  6.460
C  -2.780  1.259  3.047
H  -0.702  3.091  -4.924
H  -3.762  1.109  6.284
C  0.430  -4.985  -1.178
C  -3.917  -0.500  4.875
O  -2.447  -6.644  -1.073
N  -1.452  -4.872  0.370
S  -0.887  1.664  -0.139
H  5.637  2.892  -1.547
C  -3.122  -0.032  2.651
C  3.565  3.442  -1.550
H  3.158  3.964  3.076
Rh  -1.017  -1.044  -0.425
C  1.190  -2.524  1.629
H  3.183  -6.917  -3.071
H  -0.992  -1.066  5.763
C  -3.004  1.663  4.354
H  -2.937  2.334  -5.225
H  -4.478  -4.492  -4.049
C  -2.918  -1.687  -3.049
C  -3.553  -2.561  -3.911
C  1.286  5.008  2.742

=====

C29H29O3P2Tl as an isolated structure in a non-equilibrium geometry. Source: the Open Molecules 2025 dataset; level of theory: ωB97M-V with the def2-TZVPD basis set.

The value obtained for the orbital gap is 8.5 eV. As for the lowest unoccupied orbital energy: 0.2 eV. Its spin multiplicity is 1.

Geometry (Å):
H  -0.658  -1.838  4.615
C  -1.596  3.995  -2.664
H  -0.290  -5.682  -0.940
C  -4.123  -0.209  -1.817
C  -0.245  -4.791  -0.282
H  2.564  -5.441  1.672
H  -0.908  -4.817  0.580
C  -2.122  1.473  -1.085
Tl  3.715  -2.561  0.927
C  -1.773  -2.109  2.868
O  3.061  -3.688  -0.890
C  1.769  3.473  3.267
H  0.216  2.483  2.210
C  3.890  2.425  3.058
C  1.680  -5.662  1.155
H  4.020  0.671  1.833
H  0.953  -0.335  3.435
H  0.245  0.352  -1.517
C  -0.457  3.304  -2.075
C  3.341  1.464  2.138
H  -2.564  3.900  -2.153
H  -1.283  -0.843  -0.223
C  1.232  2.546  2.384
C  0.704  1.099  -0.877
C  -1.522  4.633  -3.884
H  -2.425  4.962  -4.422
C  -3.015  -0.143  -2.626
H  4.944  2.342  3.273
C  -4.261  0.601  -0.687
C  0.107  -0.759  2.862
C  2.161  -4.607  -0.944
H  1.720  4.258  -4.533
H  -0.461  -3.989  -1.031
H  1.239  4.310  3.634
C  2.004  1.572  1.776
P  -0.622  2.407  -0.567
H  -4.900  -0.892  -2.119
H  -2.922  -0.772  -3.496
O  1.318  -3.367  1.028
H  0.806  -2.655  0.629
H  -0.241  5.401  -5.396
C  -1.130  -0.971  0.838
H  -1.110  0.716  -2.859
C  3.098  3.454  3.586
C  -1.929  -1.829  1.532
H  1.773  -6.530  0.470
O  2.001  -5.445  -1.852
H  1.515  1.561  -1.374
H  3.520  4.123  4.290
C  -3.260  1.450  -0.311
C  0.054  -0.484  1.476
H  1.669  2.893  -2.474
H  -2.429  -2.849  3.290
C  -0.788  -1.532  3.571
C  -1.997  0.731  -2.281
C  1.193  -4.651  0.220
H  -5.106  0.390  -0.001
P  1.450  0.244  0.645
C  0.802  4.166  -3.975
H  -3.346  2.061  0.520
H  0.985  -5.844  1.959
C  0.750  3.441  -2.822
H  -2.720  -2.401  0.981
C  -0.295  4.799  -4.544

=====

A 11-piece molecular cluster, C2H24O12 overall in a non-equilibrium geometry. Source: the Open Molecules 2025 dataset; level of theory: ωB97M-V with the def2-TZVPD basis set.

The value obtained for the orbital gap is 9.2 eV. As for the lowest unoccupied orbital energy: -1.3 eV. Its spin multiplicity is 1.

Geometry (Å):
H  10.981  23.709  -23.923
O  12.069  19.609  -16.662
H  12.089  20.257  -20.127
O  10.608  22.247  -21.600
H  11.867  19.095  -15.873
O  12.077  23.304  -20.365
O  8.242  23.775  -21.616
H  14.077  23.989  -18.189
C  11.405  22.261  -20.601
H  10.608  25.355  -18.458
H  11.263  20.567  -22.832
H  8.955  18.427  -20.138
H  11.851  21.301  -18.716
O  11.483  22.320  -16.206
H  10.952  22.910  -16.758
H  8.010  19.906  -22.441
H  12.725  20.255  -23.156
H  9.131  20.657  -21.726
H  12.731  18.319  -19.749
O  13.286  18.188  -18.974
H  11.694  23.223  -22.500
H  11.725  20.498  -16.472
H  12.396  22.554  -16.423
H  9.954  18.651  -18.996
O  10.941  24.538  -18.076
H  12.068  24.660  -23.169
H  11.593  24.199  -18.714
H  13.258  22.911  -18.923
H  10.454  20.727  -19.503
O  11.834  20.195  -23.519
C  11.473  21.045  -19.706
O  13.734  23.096  -18.085
H  9.048  23.235  -21.690
O  9.572  17.964  -19.546
H  12.768  18.547  -18.235
O  8.439  19.990  -21.583
H  8.421  24.379  -20.888
O  11.776  23.751  -23.363

=====

C31H36ClO3PdSSeSi2 as an isolated structure. Source: the Open Molecules 2025 dataset; level of theory: ωB97M-V with the def2-TZVPD basis set.

The value obtained for the orbital gap is 6.7 eV. The charge is -1. As for the lowest unoccupied orbital energy: 2.2 eV. Its spin multiplicity is 1.

Geometry (Å):
O  -4.148  -1.618  1.234
C  -0.031  -1.171  3.284
H  -2.292  -2.238  4.667
O  -3.310  -3.605  0.697
H  -3.121  4.265  -2.190
H  -4.139  2.831  -1.921
S  6.603  -0.037  -1.596
H  1.083  4.039  -4.364
C  2.245  -0.854  -0.495
H  -3.000  0.885  3.359
Pd  -2.155  -1.149  0.643
H  2.403  -1.040  5.662
C  -0.118  2.314  -3.890
H  2.025  -1.501  -2.527
H  5.373  3.350  -2.669
C  2.716  -1.125  -1.784
H  -2.089  -1.654  -3.145
C  -4.243  -2.862  1.036
C  -1.123  0.261  -3.058
H  -0.873  2.161  -0.436
C  -1.090  -1.241  -3.002
C  4.916  -0.379  -1.159
H  4.402  -1.114  -3.107
C  0.852  -1.589  4.281
C  -5.604  -3.525  1.193
C  1.717  -0.695  4.897
H  -6.044  -3.634  0.204
Cl  -6.770  -2.629  2.204
C  -0.297  -3.905  1.877
H  0.618  0.346  -4.294
H  -0.756  -4.804  2.294
C  -2.106  1.000  -2.381
Si  -1.272  0.756  1.598
H  -2.593  2.495  2.736
H  -0.429  3.003  1.057
H  -1.127  4.113  -3.318
H  1.901  2.495  -4.623
C  -0.146  0.930  -3.789
C  -0.048  0.181  2.917
H  -3.528  -2.593  3.466
C  -0.413  2.037  0.543
C  0.821  1.077  3.546
H  2.380  1.346  4.998
C  3.141  -0.374  0.466
H  5.150  0.254  0.875
H  0.824  2.124  3.258
H  -0.421  -1.636  -3.769
C  -3.139  3.246  -1.801
C  6.523  1.610  -2.318
Se  -3.382  0.128  -1.244
C  -1.118  3.029  -3.247
H  0.675  3.045  -5.760
C  -2.503  -2.812  3.762
H  0.876  -2.633  4.579
H  -0.320  -3.990  0.792
H  2.781  -0.184  1.470
H  0.746  -3.854  2.195
H  -2.952  3.284  -0.724
C  4.464  -0.136  0.134
C  4.041  -0.901  -2.108
H  4.461  1.835  -2.891
Si  -1.234  -2.371  2.430
C  5.209  2.346  -2.286
C  -2.109  2.399  -2.499
C  -0.297  -1.057  0.166
H  -2.438  -3.875  4.005
C  -2.788  1.455  2.453
C  0.870  -1.021  -0.159
C  0.943  3.011  -4.701
C  1.704  0.644  4.526
H  -3.663  1.424  1.805
H  4.824  2.382  -1.267
O  7.532  2.065  -2.787
H  0.624  1.737  0.392
H  -5.466  -4.508  1.632
H  -0.749  -1.588  -2.024

=====

C27H18BBrClF6O3PSe3TeV as an isolated structure. Source: the Open Molecules 2025 dataset; level of theory: ωB97M-V with the def2-TZVPD basis set.

The value obtained for the orbital gap (alpha / beta) is 5.7 / 5.7 eV. The charge is -1. As for the lowest unoccupied orbital energy (alpha / beta): 1.9 / 1.9 eV. Its spin multiplicity is 1.

Geometry (Å):
Se  -3.616  1.011  -3.237
H  0.526  2.100  -6.226
C  -1.357  -3.390  3.172
H  4.212  2.873  -4.182
C  -1.682  0.747  1.873
C  -2.800  -3.747  5.061
Te  -3.786  2.969  -4.914
H  -1.920  -0.494  4.839
Se  -2.690  4.800  -3.624
C  1.125  2.080  -5.325
C  0.090  -1.722  -1.541
C  -2.123  -4.241  3.961
Br  -1.765  -1.355  -1.753
C  -1.125  -0.641  1.644
H  2.590  1.171  3.026
H  -2.188  -5.294  3.719
C  0.471  -3.049  -1.567
F  3.327  -0.161  -1.193
C  1.805  -3.394  -1.449
C  3.188  2.521  -4.172
C  2.757  -2.399  -1.319
C  2.359  -1.074  -1.308
H  -0.387  -0.600  0.847
F  2.174  -4.675  -1.460
H  0.251  -3.302  1.754
H  2.852  3.634  3.025
V  -2.010  1.343  -1.561
Se  -1.500  3.579  -1.876
C  -1.984  -1.552  4.626
Cl  -3.745  -4.841  6.034
H  -1.959  -1.261  1.296
H  -1.281  -3.855  1.077
B  -3.254  1.577  0.209
F  -3.885  0.343  0.320
O  -1.848  1.445  0.725
C  0.550  1.656  -4.138
O  -1.959  1.184  2.950
C  1.345  1.836  -0.057
H  1.657  0.030  1.085
C  2.437  3.130  2.160
H  -0.336  -4.941  2.091
C  -0.636  -3.901  1.958
H  -3.290  -2.044  6.264
C  2.292  1.752  2.162
H  1.162  3.804  -0.901
F  -0.428  -4.029  -1.701
C  1.755  1.108  1.059
F  4.046  -2.725  -1.213
C  2.443  2.513  -5.343
C  1.301  1.648  -2.963
H  2.144  4.940  1.043
C  1.025  -0.694  -1.406
O  -0.506  -1.185  2.791
P  0.450  1.084  -1.456
F  -3.981  2.623  0.625
H  2.886  2.861  -6.268
H  -0.497  1.370  -4.121
C  -1.297  -2.043  3.527
C  1.494  3.223  -0.049
H  3.200  2.112  -2.070
C  2.042  3.862  1.051
C  2.621  2.089  -2.983
C  -2.744  -2.409  5.406